# 1
Molecular formula: C5H11N
Method: DFT, ωB97M-V with the def2-TZVPD basis set

```
17
Properties=species:S:1:pos:R:3:mulliken_charge:R:1
C 2.41 -1.51 -0.44 -1.144
C 1.13 -1.09 0.21 0.007
C 0.00 -0.88 -0.44 -0.473
C -1.18 -0.19 0.23 -0.728
C -1.16 1.30 -0.17 -0.272
N -1.50 2.14 0.98 -0.620
H 3.27 -1.67 0.21 0.331
H 2.78 -0.72 -1.09 0.276
H 2.22 -2.33 -1.13 0.295
H 1.23 -0.81 1.26 0.268
H -0.06 -1.19 -1.48 0.340
H -2.13 -0.63 -0.07 0.366
H -1.07 -0.34 1.30 0.366
H -1.85 1.48 -1.00 0.266
H -0.17 1.58 -0.51 0.323
H -1.63 3.10 0.70 0.212
H -2.30 1.77 1.46 0.186
```

Properties
SMILES: C/C=C/CCN
Relative energy (zero: lowest compared OMol25 entry of this formula, charge and spin) (kJ/mol): 97.4
E_HOMO (eV): -8.90
Lowest unoccupied orbital energy (eV): 1.258

---

# 2
Molecular formula: C8H9NO2S
Method: DFT, ωB97M-V with the def2-TZVPD basis set

```
21
Properties=species:S:1:pos:R:3:mulliken_charge:R:1
C 2.71 -0.84 0.92 -0.269
C 1.73 -1.78 0.66 -0.705
C 2.37 0.49 1.09 -0.524
C 0.44 -1.33 0.42 -0.206
C 1.04 0.91 0.98 -0.698
C 0.09 -0.01 0.54 0.562
C -1.25 0.38 0.25 0.156
C -1.23 -0.55 -2.10 -0.975
N -1.89 0.13 -1.07 -0.479
O -3.35 1.73 0.26 -0.440
O -1.35 2.71 1.23 -0.556
S -2.21 1.53 1.28 0.567
H 3.84 -1.03 1.01 0.264
H 1.90 -2.86 0.61 0.389
H 3.09 1.26 1.24 0.403
H -0.38 -1.84 -0.17 0.407
H 0.93 1.88 1.07 0.631
H -0.21 -0.91 -2.15 0.427
H -1.69 -1.57 -2.18 0.364
H -1.51 0.05 -3.15 0.269
H -3.06 1.63 -0.75 0.412
```

Properties
Relative energy (zero: lowest compared OMol25 entry of this formula, charge and spin) (kJ/mol): 393.9
E_HOMO (spin up / spin down) (eV): -9.33 / -9.33
Lowest unoccupied orbital energy (spin up / spin down) (eV): -0.545 / -0.545

---

# 3
Molecular formula: ClH12O8V
Method: DFT, ωB97M-V with the def2-TZVPD basis set

```
22
Properties=species:S:1:pos:R:3:mulliken_charge:R:1
O 1.54 0.81 1.02 -0.545
V 0.72 -0.43 0.44 1.011
O -0.48 0.09 -0.46 -0.595
Cl 2.26 -1.02 -1.32 -0.444
O 2.00 -1.88 1.80 -0.486
H 2.62 -1.84 2.53 0.283
H 2.40 -2.45 1.13 0.355
O -0.24 -2.63 0.03 -0.402
H -0.69 -3.22 0.64 0.269
H -0.41 -2.98 -0.85 0.283
O -1.45 1.11 -2.99 -0.594
H -1.32 0.69 -2.13 0.371
H -1.46 2.05 -2.79 0.295
O 3.20 3.37 -0.79 -0.650
H 3.02 2.59 -0.26 0.322
H 2.60 3.30 -1.53 0.316
O -3.59 1.27 -0.87 -0.553
H -4.36 1.59 -0.40 0.279
H -3.51 0.34 -0.63 0.290
O -0.79 -0.25 2.13 -0.347
H -1.27 -0.97 2.55 0.269
H -0.78 0.48 2.75 0.274
```

Properties
Relative energy (zero: lowest compared OMol25 entry of this formula, charge and spin) (kJ/mol): 0.0
E_HOMO (eV): -9.76
Lowest unoccupied orbital energy (eV): -0.846

---

# 4
Molecular formula: C4H5N3
Method: DFT, ωB97M-V with the def2-TZVPD basis set

```
12
Properties=species:S:1:pos:R:3:mulliken_charge:R:1
N 2.91 -0.91 0.84 -0.411
C 2.02 -0.48 0.23 0.328
C 0.87 0.01 -0.49 -0.212
C -1.33 -1.24 -0.36 -0.428
N -1.80 -0.13 0.11 -0.227
C -1.19 1.01 0.23 -0.175
N 0.18 1.05 0.18 -0.217
H 1.07 0.22 -1.55 0.246
H -0.05 -0.93 -0.72 0.232
H -1.54 -2.11 0.28 0.188
H -1.74 1.91 0.45 0.409
H 0.67 1.61 0.87 0.268
```

Properties
Relative energy (zero: lowest compared OMol25 entry of this formula, charge and spin) (kJ/mol): 429.1
E_HOMO (eV): -8.31
Lowest unoccupied orbital energy (eV): -0.130

---

Among the records above, which one has the lowest relative energy (zero: lowest compared OMol25 entry of this formula, charge and spin)?
ClH12O8V

---

The highest relative energy (zero: lowest compared OMol25 entry of this formula, charge and spin) belongs to which entry?
C4H5N3

---

Look up the relative energy (zero: lowest compared OMol25 entry of this formula, charge and spin) of the fourth one.
429.1 kJ/mol